ORCA calculation (ωB97M-V with the def2-TZVPD basis set) on the ion C11H21N3 with charge +2 at a distorted geometry.

Summary:
Total energy   -595.1879 a.u.
HOMO (alpha / beta)   -17.298 / -17.298 eV
HOMO-LUMO gap (alpha / beta)   7.6 / 7.6 eV
Total charge   +2
Spin multiplicity   1

Each atom is followed by the atoms it is bonded to, with distances in Å.
CARTESIAN COORDINATES (ANGSTROEM)
1 C -0.001 -1.045 -1.793  C2 1.395, N12 1.323, H15 1.123
2 C 1.380 -0.938 -1.626  C1 1.395, N13 1.287, H16 1.112
3 C 1.017 0.350 0.282  C10 1.350, N13 1.435, H34 1.123
4 C 3.547 -1.225 0.898  C9 1.580, H17 1.049, H18 1.090, H19 1.126
5 C -0.130 2.368 0.997  C10 1.469, H20 1.070, H21 1.098, H22 1.098
6 C 1.632 2.505 -0.851  C10 1.513, H23 1.159, H24 1.146, H25 1.104
7 C -2.625 -1.941 0.818  C11 1.526, H26 1.157, H27 1.131, H28 1.103
8 C -4.185 -0.538 -0.593  C11 1.578, H29 1.063, H30 1.141, H31 1.102
9 C 3.306 -0.215 -0.294  C4 1.580, N13 1.446, H32 1.115, H33 1.073
10 C 0.804 1.671 0.103  C3 1.350, C5 1.469, C6 1.513
11 C -2.821 -0.560 0.198  C7 1.526, C8 1.578, N14 1.400, H35 1.144
12 N -0.710 -0.308 -0.953  C1 1.323, N14 1.172
13 N 1.903 -0.322 -0.624  C2 1.287, C3 1.435, C9 1.446
14 N -1.781 -0.024 -0.572  C11 1.400, N12 1.172
15 H -0.430 -1.591 -2.675  C1 1.123
16 H 2.065 -1.619 -2.176  C2 1.112
17 H 2.865 -1.010 1.665  C4 1.049
18 H 4.558 -1.239 1.306  C4 1.090
19 H 3.309 -2.285 0.604  C4 1.126
20 H -0.183 1.677 1.813  C5 1.070
21 H -1.151 2.529 0.625  C5 1.098
22 H 0.256 3.383 1.158  C5 1.098
23 H 1.817 3.593 -0.496  C6 1.159
24 H 1.049 2.524 -1.836  C6 1.146
25 H 2.560 1.956 -1.087  C6 1.104
26 H -3.582 -2.315 1.349  C7 1.157
27 H -1.783 -1.895 1.573  C7 1.131
28 H -2.540 -2.667 -0.008  C7 1.103
29 H -4.979 -0.663 0.103  C8 1.063
30 H -4.214 -1.331 -1.413  C8 1.141
31 H -4.204 0.366 -1.224  C8 1.102
32 H 3.847 -0.506 -1.225  C9 1.115
33 H 3.713 0.701 0.092  C9 1.073
34 H 0.563 -0.340 1.043  C3 1.123
35 H -2.984 0.079 1.132  C11 1.144